1.
The following is a DFT calculation (wB97M-V/def2-TZVPD) of a molecular structure, C20H38BrN2O4SScSi2Te at a distorted geometry.

Results
ΔE to the lowest compared entry with this formula, charge and spin: 0.1002 eV
Max |F|: 4.26 eV Å⁻¹
E_LUMO: -6.90 eV

```
! RIJCOSX wB97M-V def2-TZVPD def2/J DEFGRID3
* xyz 2 1
Sc 0.894 2.055 1.113
C -1.312 -4.386 -2.254
Si -0.874 -3.540 -0.648
C -2.123 -3.749 0.766
C 0.856 -3.888 0.018
C -0.797 -1.634 -1.027
Te -0.752 -0.842 0.904
C -2.773 -0.203 0.989
Si -3.027 0.833 2.617
C -2.106 2.498 2.435
C -2.360 -0.276 3.991
C -4.870 1.101 2.788
H -1.460 -5.458 -2.107
H -0.510 -4.263 -2.983
H -2.229 -3.980 -2.683
H -2.067 -4.747 1.202
H -3.151 -3.593 0.437
H -1.913 -3.043 1.582
H 0.891 -4.779 0.647
H 1.217 -3.045 0.614
H 1.562 -4.044 -0.800
H -1.611 -1.211 -1.610
H 0.169 -1.408 -1.477
H -3.448 -1.058 0.966
H -2.901 0.384 0.080
H -1.550 2.596 1.491
H -1.440 2.668 3.285
H -2.823 3.319 2.431
H -1.347 -0.620 3.778
H -3.003 -1.152 4.108
H -2.338 0.232 4.956
H -5.288 1.669 1.955
H -5.109 1.645 3.704
H -5.394 0.144 2.835
O -0.433 1.041 0.157
O 0.964 0.694 -0.181
C -0.935 3.400 -4.575
C -0.067 2.402 -3.816
N 0.265 2.870 -2.466
C 1.272 3.599 -2.009
S 1.268 4.087 -0.327
N 2.280 4.057 -2.724
C 2.593 3.908 -4.149
C 3.411 2.654 -4.434
H -1.165 3.011 -5.566
H -0.424 4.356 -4.690
H -1.872 3.574 -4.046
H 0.842 2.171 -4.364
H -0.607 1.464 -3.681
H -0.472 2.731 -1.799
H 2.978 4.543 -2.182
H 3.164 4.790 -4.432
H 1.672 3.922 -4.727
H 4.379 2.705 -3.935
H 3.590 2.565 -5.505
H 2.894 1.755 -4.094
Br 3.988 -5.183 3.449
C 3.310 -3.457 3.121
C 3.939 -2.646 2.181
C 3.467 -1.368 1.965
C 2.349 -0.910 2.668
C 1.720 -1.736 3.604
C 2.198 -3.011 3.830
C 1.859 0.442 2.428
O 0.620 0.757 2.656
O 2.575 1.339 1.900
H 4.795 -3.020 1.637
H 3.950 -0.713 1.251
H 0.890 -1.360 4.189
H 1.728 -3.656 4.559
*
```



2.
The following is a DFT calculation (wB97M-V/def2-TZVPD) of 8 unconnected molecules or ions with the total composition C20H38Cl6O10 at a distorted geometry.

Results
Max |F|: 4.52 eV Å⁻¹
<S²>: 0.752
E_LUMO (alpha / beta): 2.09 / 2.04 eV

```
! RIJCOSX wB97M-V def2-TZVPD def2/J DEFGRID3
* xyz -1 2
C -23.337 -28.041 24.959
Cl -21.841 -27.686 25.864
Cl -22.967 -29.353 23.860
Cl -23.826 -26.532 24.075
H -24.143 -28.324 25.636
C -22.923 -26.189 20.506
Cl -23.958 -25.703 19.126
Cl -22.413 -24.841 21.504
Cl -21.479 -26.921 19.841
H -23.438 -26.857 21.197
C -20.075 -29.749 21.056
O -19.375 -30.993 20.659
C -18.110 -31.184 21.075
O -17.342 -30.342 21.577
O -17.936 -32.543 20.882
C -16.623 -32.960 21.142
H -21.092 -29.611 20.687
H -19.495 -28.897 20.701
H -19.881 -29.479 22.093
H -16.429 -32.814 22.205
H -15.956 -32.337 20.545
H -16.400 -34.017 20.993
C -27.562 -18.630 20.148
O -26.911 -19.914 20.398
C -27.495 -21.133 20.315
O -28.616 -21.313 19.897
O -26.550 -22.012 20.498
C -26.848 -23.345 20.145
H -27.065 -17.883 20.767
H -28.541 -18.690 20.624
H -27.618 -18.428 19.079
H -26.867 -23.849 21.111
H -25.942 -23.720 19.670
H -27.752 -23.599 19.591
C -21.054 -24.729 16.174
C -22.225 -24.492 15.293
O -22.024 -23.951 14.239
C -23.658 -24.875 15.720
H -20.457 -25.620 15.978
H -21.450 -24.827 17.185
H -20.441 -23.829 16.202
H -23.705 -25.945 15.522
H -24.322 -24.166 15.227
H -23.641 -24.777 16.806
C -23.064 -23.021 24.464
C -22.106 -21.895 24.274
O -21.752 -21.680 23.097
C -21.576 -21.088 25.381
H -23.709 -23.256 23.617
H -23.767 -22.805 25.269
H -22.402 -23.857 24.691
H -21.073 -21.772 26.064
H -22.374 -20.534 25.877
H -20.875 -20.320 25.056
C -16.901 -28.318 15.920
C -17.810 -27.282 16.496
O -17.671 -26.157 16.097
C -18.831 -27.614 17.576
H -17.371 -29.301 15.881
H -16.036 -28.415 16.576
H -16.528 -28.003 14.946
H -18.401 -28.290 18.316
H -19.731 -28.012 17.106
H -19.145 -26.728 18.127
C -25.858 -29.046 18.558
C -24.664 -29.720 19.187
O -24.200 -29.271 20.240
C -24.047 -31.003 18.682
H -25.792 -27.959 18.519
H -26.701 -29.263 19.213
H -25.981 -29.514 17.581
H -23.228 -30.678 18.040
H -24.643 -31.727 18.127
H -23.669 -31.717 19.414
*
```



3.
The following is a DFT calculation (wB97M-V/def2-TZVPD) of a molecular structure, C20H38ClN6O5PtS at a distorted geometry.

Results
ΔE to the lowest compared entry with this formula, charge and spin: 1.3207 eV
Max |F|: 1.34 eV Å⁻¹
E_LUMO: -3.07 eV

```
! RIJCOSX wB97M-V def2-TZVPD def2/J DEFGRID3
* xyz 1 1
Pt 0.423 0.051 0.230
C -0.359 3.283 1.046
N -0.207 3.354 -0.403
C 0.814 4.299 -0.853
C -0.692 2.391 -1.202
N -0.956 1.175 -0.687
C -2.109 0.442 -1.047
C -3.310 1.027 -1.437
C -4.433 0.235 -1.627
C -4.381 -1.130 -1.398
C -3.195 -1.723 -0.985
C -2.061 -0.944 -0.829
N -0.791 -1.424 -0.422
C -0.320 -2.571 -0.924
N 0.587 -3.308 -0.258
C 1.672 -3.990 -0.955
C 0.824 -3.111 1.158
N -0.715 -3.045 -2.135
C -0.966 -4.461 -2.356
C -1.056 -2.170 -3.242
N -0.978 2.697 -2.477
C -0.937 1.691 -3.523
C -1.458 4.008 -2.886
H -0.572 4.289 1.410
H 0.552 2.925 1.523
H -1.181 2.621 1.305
H 0.650 5.260 -0.366
H 0.775 4.440 -1.928
H 1.804 3.932 -0.584
H -3.376 2.100 -1.565
H -5.365 0.698 -1.923
H -5.269 -1.736 -1.519
H -3.156 -2.785 -0.778
H 1.520 -3.956 -2.029
H 1.740 -5.029 -0.633
H 2.614 -3.486 -0.725
H -0.086 -2.796 1.657
H 1.594 -2.352 1.323
H 1.170 -4.052 1.586
H -0.799 -5.019 -1.439
H -0.319 -4.861 -3.139
H -2.005 -4.597 -2.666
H -0.559 -1.215 -3.106
H -2.132 -2.013 -3.337
H -0.681 -2.624 -4.160
H -0.306 0.871 -3.196
H -0.489 2.138 -4.411
H -1.934 1.319 -3.772
H -1.577 4.652 -2.020
H -2.426 3.889 -3.378
H -0.770 4.476 -3.592
C 0.909 0.711 6.306
C 0.836 -0.310 5.180
S 1.041 0.472 3.562
O 0.600 -0.602 2.585
C 2.843 0.550 3.488
C 3.542 -0.800 3.555
H 0.905 0.202 7.268
H 0.060 1.392 6.275
H 1.824 1.304 6.257
H -0.146 -0.777 5.117
H 1.580 -1.099 5.277
H 3.130 1.222 4.301
H 3.046 1.070 2.553
H 3.771 -1.094 4.578
H 4.480 -0.758 3.003
H 2.924 -1.576 3.102
O 3.303 -0.092 -0.786
Cl 2.811 1.238 -0.815
O 1.912 1.387 0.462
O 3.816 2.209 -0.643
O 1.997 1.489 -1.949
*
```



4.
The following is a DFT calculation (wB97M-V/def2-TZVPD) of a molecular structure, C20H38F8N4O14PS at a distorted geometry.

Results
Max |F|: 11.24 eV Å⁻¹
E_LUMO: 2.04 eV

```
! RIJCOSX wB97M-V def2-TZVPD def2/J DEFGRID3
* xyz -1 1
P -19.890 17.342 13.225
F -20.391 15.812 13.711
F -18.662 17.238 14.310
F -18.996 16.616 12.105
F -19.450 18.886 12.819
F -21.051 17.376 12.048
F -20.893 18.185 14.229
C -22.031 16.055 11.418
C -23.066 14.866 11.310
O -24.162 15.043 10.749
N -22.707 13.660 11.832
C -23.590 12.477 11.937
H -22.112 16.361 12.461
H -22.427 16.926 10.895
H -20.982 15.786 11.291
H -21.830 13.616 12.332
H -23.312 11.759 12.708
H -23.524 11.909 11.009
H -24.592 12.877 12.092
C -20.313 13.610 13.351
C -19.614 13.435 12.053
O -19.531 12.276 11.638
N -19.299 14.468 11.242
C -18.567 14.385 9.998
H -20.440 12.579 13.679
H -21.305 14.057 13.421
H -19.757 14.210 14.072
H -19.323 15.361 11.715
H -17.717 13.715 10.129
H -18.372 15.313 9.460
H -19.255 13.973 9.260
C -20.383 19.773 11.484
C -21.317 20.339 10.462
O -22.436 20.715 10.919
N -20.940 20.499 9.207
C -21.978 20.959 8.263
H -20.988 19.163 12.154
H -20.033 20.704 11.929
H -19.554 19.165 11.122
H -19.990 20.771 8.996
H -21.787 20.727 7.215
H -22.229 22.019 8.241
H -22.932 20.537 8.579
C -25.807 16.780 11.522
C -25.047 18.072 11.423
O -25.325 19.060 10.734
N -23.926 17.968 12.187
C -22.922 19.027 12.280
H -26.774 17.201 11.797
H -25.552 15.893 12.101
H -25.929 16.339 10.532
H -23.638 17.130 12.672
H -22.102 18.896 11.574
H -22.462 19.099 13.266
H -23.497 19.910 12.004
C -18.137 15.264 14.768
C -16.981 16.214 14.654
O -15.885 15.345 14.958
C -16.241 14.027 14.555
O -15.566 13.032 14.660
O -17.531 14.090 14.266
F -16.907 17.298 15.515
H -18.701 15.618 13.905
H -18.597 15.241 15.756
H -16.965 16.725 13.692
C -18.013 17.370 10.804
C -17.233 18.597 10.318
O -15.883 18.092 10.184
C -16.009 16.787 9.926
O -15.119 16.094 9.777
O -17.309 16.401 9.944
F -17.174 19.484 11.263
H -19.067 17.265 10.546
H -17.789 17.137 11.845
H -17.733 19.040 9.457
C -20.973 15.266 15.450
C -20.304 16.357 16.246
O -19.951 15.758 17.438
S -20.686 14.287 17.800
O -21.576 14.514 18.889
O -19.655 13.237 17.815
O -21.566 14.355 16.413
H -20.184 14.783 14.874
H -21.771 15.620 14.798
H -20.983 17.172 16.497
H -19.521 16.838 15.659
*
```



5.
The following is a DFT calculation (wB97M-V/def2-TZVPD) of a molecular structure, C20H38InN2O8 at a distorted geometry.

Results
Max |F|: 5.57 eV Å⁻¹
E_LUMO: -0.29 eV

```
! RIJCOSX wB97M-V def2-TZVPD def2/J DEFGRID3
* xyz -1 1
In -1.188 0.004 1.336
C -1.199 -0.591 4.666
O -1.612 -1.554 3.906
O -0.487 0.312 4.141
O -2.071 -0.373 5.581
C -4.238 1.317 2.094
O -5.010 1.509 3.100
O -3.298 2.027 1.654
O -4.035 0.066 2.000
C -0.185 1.767 -3.748
C -0.864 1.863 -2.332
C -1.838 3.082 -2.456
C -3.205 2.740 -3.098
C -3.743 1.476 -2.476
C -2.816 0.260 -2.593
N -1.553 0.625 -1.942
O -0.732 -0.501 -1.724
C -3.509 -0.893 -1.864
C -2.642 -0.144 -4.082
C 0.219 2.250 -1.314
H -0.869 1.745 -4.593
H 0.317 0.796 -3.843
H 0.633 2.480 -3.850
H -1.981 3.623 -1.519
H -1.375 3.792 -3.145
H -3.062 2.645 -4.177
H -3.901 3.572 -2.980
H -4.722 1.209 -2.884
H -3.933 1.619 -1.409
H -4.487 -1.009 -2.327
H -2.916 -1.804 -1.958
H -3.568 -0.709 -0.790
H -1.735 -0.727 -4.280
H -3.386 -0.897 -4.347
H -2.600 0.685 -4.784
H 0.555 3.254 -1.580
H 1.065 1.574 -1.445
H -0.093 2.223 -0.272
H -0.522 -0.725 -2.646
C 3.251 -3.091 0.869
C 2.059 -2.379 1.485
C 2.022 -2.526 3.016
C 3.158 -1.674 3.683
C 3.056 -0.225 3.208
C 3.009 0.026 1.683
N 2.032 -0.963 1.141
O 1.786 -0.701 -0.201
C 2.495 1.466 1.512
C 4.412 -0.150 1.055
C 0.757 -3.088 1.088
H 3.714 -2.693 -0.041
H 3.043 -4.132 0.616
H 4.122 -3.130 1.528
H 1.067 -2.201 3.427
H 2.268 -3.538 3.342
H 4.109 -2.110 3.363
H 3.055 -1.846 4.754
H 3.879 0.394 3.578
H 2.195 0.150 3.768
H 2.647 1.656 0.447
H 1.437 1.513 1.761
H 3.072 2.182 2.095
H 5.008 0.747 1.240
H 5.011 -1.040 1.239
H 4.352 -0.139 -0.040
H -0.089 -2.621 1.595
H 0.703 -4.133 1.395
H 0.516 -3.077 0.021
H 2.441 -1.265 -0.649
*
```



6.
The following is a DFT calculation (wB97M-V/def2-TZVPD) of 5 unconnected molecules or ions with the total composition C20H38N7O at a distorted geometry.

Results
Max |F|: 1.06 eV Å⁻¹
E_LUMO: 2.49 eV

```
! RIJCOSX wB97M-V def2-TZVPD def2/J DEFGRID3
* xyz -1 1
C -0.876 0.149 1.868
C -0.548 -1.299 1.593
O -1.159 -2.198 2.194
N 0.389 -1.569 0.639
C 0.004 -2.654 -0.265
N 0.952 -0.446 -0.057
C 2.248 -0.831 -0.509
N 3.231 0.273 -0.320
H -1.888 0.327 1.488
H -0.183 0.827 1.378
H -0.886 0.332 2.947
H -0.639 -2.239 -1.055
H 0.895 -3.081 -0.737
H -0.515 -3.444 0.282
H 2.651 -1.694 0.054
H 2.258 -1.115 -1.595
H 4.148 -0.057 -0.610
H 2.993 1.027 -0.959
C -5.423 2.243 -2.068
C -4.215 1.421 -2.493
C -3.397 0.881 -1.317
C -2.859 1.979 -0.514
N -2.435 2.851 0.103
H -5.118 3.110 -1.479
H -5.965 2.605 -2.941
H -6.113 1.652 -1.462
H -3.560 2.030 -3.114
H -4.537 0.580 -3.111
H -2.546 0.298 -1.678
H -3.982 0.231 -0.664
C -0.686 5.155 -2.341
C -0.118 3.746 -2.398
C 0.004 3.206 -3.829
C -1.292 3.138 -4.511
N -2.315 3.093 -5.037
H -1.702 5.187 -2.741
H -0.725 5.506 -1.310
H -0.074 5.855 -2.916
H -0.739 3.072 -1.811
H 0.876 3.718 -1.950
H 0.429 2.200 -3.816
H 0.662 3.837 -4.431
C 9.233 -0.667 0.398
C 7.882 -1.332 0.625
C 7.136 -1.620 -0.682
C 6.851 -0.397 -1.433
N 6.608 0.576 -1.994
H 9.114 0.301 -0.090
H 9.748 -0.504 1.345
H 9.876 -1.286 -0.231
H 7.253 -0.701 1.255
H 8.012 -2.278 1.152
H 6.181 -2.109 -0.479
H 7.721 -2.283 -1.323
C -4.408 -4.375 5.083
C -3.970 -3.556 3.876
C -4.110 -2.046 4.094
C -5.498 -1.661 4.351
N -6.591 -1.377 4.572
H -5.465 -4.220 5.310
H -4.258 -5.440 4.902
H -3.830 -4.103 5.970
H -4.555 -3.843 3.000
H -2.925 -3.749 3.636
H -3.748 -1.510 3.215
H -3.501 -1.723 4.941
*
```